No. 1
Computed, not measured: an isolated molecule of C5H7N in a non-equilibrium geometry, with ωB97M-V with the def2-TZVPD basis set.

Calculated values
highest occupied orbital energy: -0.2872 Eh
ΔE to the lowest compared entry with this formula, charge and spin: 736.6 kJ/mol
HOMO-LUMO gap: 6.72 eV
E_tot: -249.192664 Ha

Bonds (Å) are listed after each position.
Geometry (Å):
1 C -0.226 -1.384 -1.145  C2 1.740, C5 1.416, H7 1.067
2 C -0.880 0.197 -0.828  C1 1.740, C4 1.522, C5 1.562, H8 1.102
3 N 0.559 1.831 0.182  C4 1.394, H9 1.030
4 C 0.031 0.550 0.338  C2 1.522, N3 1.394, C5 1.724, C6 1.498
5 C 0.598 -0.235 -1.088  C1 1.416, C2 1.562, C4 1.724, H10 1.078
6 C 0.003 -0.496 1.409  C4 1.498, H11 1.073, H12 1.112, H13 1.119
7 H -0.277 -1.996 -2.018  C1 1.067
8 H -1.415 1.047 -1.282  C2 1.102
9 H 0.846 2.278 1.065  N3 1.030
10 H 1.120 0.541 -1.625  C5 1.078
11 H 0.126 -0.152 2.418  C6 1.073
12 H 0.594 -1.404 1.152  C6 1.112
13 H -1.080 -0.776 1.421  C6 1.119

---

No. 2
Computed, not measured: a cluster of 2 separate species, C4H12 in total in a non-equilibrium geometry, with ωB97M-V with the def2-TZVPD basis set.

Calculated values
highest occupied orbital energy: -0.4275 Eh
ΔE to the lowest compared entry with this formula, charge and spin: 33.3 kJ/mol
HOMO-LUMO gap: 12.78 eV
E_tot: -159.572270 Ha

Bonds (Å) are listed after each position.
Geometry (Å):
1 C -0.854 -0.484 -2.311  C2 1.531, H3 1.090, H4 1.087, H5 1.082
2 C 0.010 0.770 -2.162  C1 1.531, H6 1.083, H7 1.093, H8 1.095
3 H -1.452 -0.641 -1.413  C1 1.090
4 H -1.600 -0.377 -3.093  C1 1.087
5 H -0.253 -1.334 -2.607  C1 1.082
6 H 0.753 0.822 -2.949  C2 1.083
7 H 0.413 0.817 -1.147  C2 1.093
8 H -0.607 1.675 -2.193  C2 1.095
9 C 0.574 -0.909 2.199  C10 1.531, H11 1.082, H12 1.093, H13 1.083
10 C 0.358 0.607 2.234  C9 1.531, H14 1.094, H15 1.084, H16 1.094
11 H 0.371 -1.343 1.229  C9 1.082
12 H 1.504 -1.244 2.666  C9 1.093
13 H -0.112 -1.393 2.884  C9 1.083
14 H 1.278 1.175 2.401  C10 1.094
15 H -0.391 0.845 2.981  C10 1.084
16 H 0.010 1.015 1.280  C10 1.094

---

No. 3
Computed, not measured: an isolated molecule of C7H17N2OPS2 in a non-equilibrium geometry, with ωB97M-V with the def2-TZVPD basis set.

Calculated values
highest occupied orbital energy: -0.2767 Eh
ΔE to the lowest compared entry with this formula, charge and spin: 75.4 kJ/mol
HOMO-LUMO gap: 7.53 eV
E_tot: -1599.356954 Ha

Bonds (Å) are listed after each position.
Geometry (Å):
1 C 2.383 0.637 0.685  C2 1.490, N9 1.285, S12 1.639
2 C 2.222 0.796 2.158  C1 1.490, H14 1.165, H15 1.080, H16 1.136
3 C -2.211 2.780 -0.050  C6 1.602, H17 1.061, H18 1.094, H19 1.120
4 C 2.076 -2.936 0.605  N8 1.523, H20 1.088, H21 1.152, H22 1.111
5 C 1.886 0.611 -1.580  N9 1.437, H23 1.106, H24 1.132, H25 1.004
6 C -2.122 1.181 -0.052  C3 1.602, C7 1.565, H26 1.118, H27 1.096
7 C -1.593 0.757 -1.463  C6 1.565, S13 1.829, H28 1.083, H29 1.197
8 N 1.114 -2.370 -0.432  C4 1.523, P11 1.704, H30 0.982
9 N 1.493 0.407 -0.213  C1 1.285, C5 1.437, P11 2.142
10 O -0.522 -1.095 1.377  P11 1.430
11 P 0.041 -1.143 0.064  N8 1.704, N9 2.142, O10 1.430, S13 2.062
12 S 3.954 0.772 0.238  C1 1.639
13 S -1.216 -1.029 -1.566  C7 1.829, P11 2.062
14 H 1.947 -0.213 2.670  C2 1.165
15 H 1.459 1.477 2.503  C2 1.080
16 H 3.166 1.215 2.633  C2 1.136
17 H -2.548 3.268 0.829  C3 1.061
18 H -1.179 3.100 -0.226  C3 1.094
19 H -3.032 3.061 -0.759  C3 1.120
20 H 2.006 -2.387 1.541  C4 1.088
21 H 2.045 -4.081 0.733  C4 1.152
22 H 3.127 -2.747 0.295  C4 1.111
23 H 0.972 0.335 -2.138  C5 1.106
24 H 2.122 1.710 -1.710  C5 1.132
25 H 2.667 0.012 -1.779  C5 1.004
26 H -3.122 0.737 0.183  C6 1.118
27 H -1.452 0.715 0.679  C6 1.096
28 H -2.312 0.924 -2.255  C7 1.083
29 H -0.545 1.254 -1.761  C7 1.197
30 H 0.614 -2.978 -1.020  N8 0.982

---

Copy entry 3 word for word.
Computed, not measured: an isolated molecule of C7H17N2OPS2 in a non-equilibrium geometry, with ωB97M-V with the def2-TZVPD basis set.

Calculated values
highest occupied orbital energy: -0.2767 Eh
ΔE to the lowest compared entry with this formula, charge and spin: 75.4 kJ/mol
HOMO-LUMO gap: 7.53 eV
E_tot: -1599.356954 Ha

Bonds (Å) are listed after each position.
Geometry (Å):
1 C 2.383 0.637 0.685  C2 1.490, N9 1.285, S12 1.639
2 C 2.222 0.796 2.158  C1 1.490, H14 1.165, H15 1.080, H16 1.136
3 C -2.211 2.780 -0.050  C6 1.602, H17 1.061, H18 1.094, H19 1.120
4 C 2.076 -2.936 0.605  N8 1.523, H20 1.088, H21 1.152, H22 1.111
5 C 1.886 0.611 -1.580  N9 1.437, H23 1.106, H24 1.132, H25 1.004
6 C -2.122 1.181 -0.052  C3 1.602, C7 1.565, H26 1.118, H27 1.096
7 C -1.593 0.757 -1.463  C6 1.565, S13 1.829, H28 1.083, H29 1.197
8 N 1.114 -2.370 -0.432  C4 1.523, P11 1.704, H30 0.982
9 N 1.493 0.407 -0.213  C1 1.285, C5 1.437, P11 2.142
10 O -0.522 -1.095 1.377  P11 1.430
11 P 0.041 -1.143 0.064  N8 1.704, N9 2.142, O10 1.430, S13 2.062
12 S 3.954 0.772 0.238  C1 1.639
13 S -1.216 -1.029 -1.566  C7 1.829, P11 2.062
14 H 1.947 -0.213 2.670  C2 1.165
15 H 1.459 1.477 2.503  C2 1.080
16 H 3.166 1.215 2.633  C2 1.136
17 H -2.548 3.268 0.829  C3 1.061
18 H -1.179 3.100 -0.226  C3 1.094
19 H -3.032 3.061 -0.759  C3 1.120
20 H 2.006 -2.387 1.541  C4 1.088
21 H 2.045 -4.081 0.733  C4 1.152
22 H 3.127 -2.747 0.295  C4 1.111
23 H 0.972 0.335 -2.138  C5 1.106
24 H 2.122 1.710 -1.710  C5 1.132
25 H 2.667 0.012 -1.779  C5 1.004
26 H -3.122 0.737 0.183  C6 1.118
27 H -1.452 0.715 0.679  C6 1.096
28 H -2.312 0.924 -2.255  C7 1.083
29 H -0.545 1.254 -1.761  C7 1.197
30 H 0.614 -2.978 -1.020  N8 0.982

---

- Which of these has the lowest ΔE to the lowest compared entry with this formula, charge and spin?
  C4H12

---

- Which value of highest occupied orbital energy does entry 2 give?
  -0.4275 Eh